The following is a quantum chemistry calculation of a molecular structure, C24H46B2HfN10O4S3 at a distorted geometry, from the OMol25 dataset.

XYZ file:
```
90
Properties=species:S:1:pos:R:3:forces:R:3:mulliken_charge:R:1
Hf -0.16895 -0.42026 -0.09208 0.41 -1.29 0.23 0.719
C -0.74814 -3.87773 2.13268 -0.02 0.06 -0.03 -0.678
N 0.48372 -4.14005 1.40661 0.00 -0.07 0.04 0.440
C 0.83899 -5.33788 0.82634 0.09 -0.02 -0.12 -0.588
C 2.06489 -5.15407 0.27698 -0.12 -0.03 0.01 -0.441
N 2.45445 -3.86099 0.52427 0.05 -0.11 0.07 -0.031
B 3.84994 -3.27467 0.17633 -0.02 -0.01 -0.04 0.449
N 3.75275 -2.08060 -0.87083 -0.02 0.05 -0.03 0.551
C 4.90745 -1.39726 -1.17058 -0.02 0.10 -0.07 -0.659
C 4.61714 -0.44006 -2.08279 0.09 -0.05 0.06 -0.513
N 3.27003 -0.53808 -2.33782 0.07 0.03 0.03 0.152
C 2.53264 0.26601 -3.29757 -0.06 0.05 0.01 -0.675
C 2.76876 -1.54576 -1.58993 -0.17 -0.12 0.07 -0.247
S 1.09944 -2.04212 -1.68695 -0.06 0.16 -0.13 -0.273
C 1.48364 -3.26617 1.21398 0.12 0.23 -0.10 -0.685
S 1.47773 -1.61224 1.70006 -0.07 0.10 0.01 -0.298
H -1.32520 -4.79774 2.16001 -0.02 0.02 0.02 0.317
H -1.32997 -3.10121 1.63177 0.04 -0.08 0.07 0.195
H -0.51837 -3.55753 3.14676 -0.04 0.01 -0.02 0.311
H 0.19988 -6.19988 0.87142 -0.01 -0.04 0.00 0.498
H 2.70453 -5.83086 -0.25741 0.00 -0.06 -0.01 0.517
H 4.49604 -4.14931 -0.33012 0.01 -0.02 -0.02 -0.163
H 4.35756 -2.82006 1.16404 0.01 0.03 0.03 -0.109
H 5.84000 -1.65989 -0.70696 0.05 0.00 0.01 0.510
H 5.23800 0.28507 -2.57571 0.03 0.02 -0.01 0.482
H 3.22211 0.98481 -3.73167 -0.02 0.00 -0.02 0.338
H 1.71223 0.79650 -2.81084 0.04 -0.04 -0.06 0.104
H 2.12822 -0.36938 -4.08384 0.00 0.02 0.00 0.277
N 1.07051 1.24453 1.09030 0.03 0.09 0.14 -0.722
C 0.14097 1.87585 2.05995 -0.36 -0.12 0.07 0.898
C 0.77989 2.68009 3.18632 0.10 0.05 -0.06 -1.130
C 1.93724 2.02487 3.94524 0.10 0.04 0.01 -0.485
C 1.59817 0.76587 4.73664 -0.03 -0.17 0.05 -1.114
N 0.53583 0.97097 5.71385 -0.15 0.10 -0.01 0.129
C 0.67677 1.44977 6.93670 0.04 -0.03 0.02 0.857
N -0.41008 1.70696 7.66856 -0.05 0.01 0.01 -0.377
N 1.88260 1.68567 7.46184 -0.01 -0.02 -0.06 -0.333
C -0.85347 0.79567 2.55232 -0.08 -0.06 0.01 0.529
O -1.31707 0.79857 3.67447 0.07 0.15 0.05 -0.861
O -1.17556 -0.06828 1.63987 -0.17 -0.02 0.01 -0.599
H 1.79434 0.73193 1.59287 0.10 0.12 -0.06 0.284
H 1.54862 1.95844 0.54702 -0.08 0.00 -0.04 0.347
H -0.49402 2.53504 1.45730 0.00 0.05 0.14 -0.283
H -0.02429 2.94272 3.87596 0.02 0.00 0.00 0.398
H 1.14180 3.62575 2.77765 0.03 -0.01 -0.02 0.500
H 2.34823 2.77760 4.62324 0.00 -0.01 0.00 0.455
H 2.75910 1.77297 3.26830 0.00 0.02 -0.03 0.389
H 2.48301 0.36120 5.23226 0.02 0.06 -0.02 0.345
H 1.25321 -0.04176 4.08905 0.02 0.03 -0.01 0.190
H -0.39975 0.92414 5.30912 0.05 -0.01 -0.01 0.300
H -1.32808 1.51720 7.30427 0.00 0.00 0.01 0.193
H -0.34436 2.04788 8.61148 0.01 0.00 0.00 0.193
H 2.71750 1.43848 6.96184 0.00 0.01 0.01 0.178
H 1.98396 1.95199 8.42569 -0.01 0.00 0.01 0.208
C -1.38727 4.37602 -2.14997 0.03 0.00 0.01 -1.984
C -2.04492 3.03933 -2.45108 0.07 -0.08 -0.01 1.401
C -2.77293 3.09014 -3.77747 -0.01 0.05 -0.05 -1.769
O -0.94203 2.06422 -2.57497 -0.25 0.09 -0.04 -0.559
B -0.84639 1.39657 -1.39235 0.16 0.04 -0.06 1.311
O -1.91468 1.62268 -0.54375 0.04 0.72 -0.33 -0.110
C -2.89388 2.47059 -1.26820 0.03 -0.10 0.15 1.587
C -4.01800 1.54442 -1.69632 0.01 -0.03 -0.02 -1.750
C -3.40551 3.51688 -0.29962 -0.09 0.03 -0.03 -1.964
H -0.67399 4.60240 -2.94096 0.01 0.01 -0.01 0.483
H -0.84830 4.34944 -1.20213 0.03 -0.01 0.01 0.266
H -2.11644 5.18379 -2.10633 -0.04 -0.01 0.00 0.404
H -2.10279 3.46964 -4.54766 0.02 0.00 0.00 0.448
H -3.63139 3.76056 -3.72383 0.00 0.02 0.03 0.358
H -3.13147 2.10903 -4.08195 0.00 -0.03 -0.01 0.330
H -3.65971 0.74757 -2.34898 0.00 -0.01 -0.01 0.162
H -4.80137 2.09211 -2.21846 -0.02 0.02 0.00 0.425
H -4.45217 1.07881 -0.81288 0.00 -0.01 0.02 0.442
H -2.59755 4.09231 0.14612 0.03 -0.01 0.02 0.380
H -3.97189 3.03442 0.49578 0.01 -0.02 0.02 0.469
H -4.07364 4.21437 -0.80734 -0.02 -0.01 -0.02 0.395
S -2.16204 -1.79221 -1.07099 -0.05 0.22 0.07 -0.571
C -1.81545 -1.98764 -2.77242 -0.01 -0.09 0.12 0.423
N -1.55951 -0.96110 -3.56243 -0.12 -0.01 0.04 0.499
C -1.25574 -1.11253 -4.98357 0.04 0.03 -0.02 -0.489
C -2.00475 -2.31588 -5.52869 0.02 -0.03 -0.04 -0.747
C -1.68546 -3.53639 -4.68273 0.02 -0.04 0.00 -0.617
N -1.88421 -3.21205 -3.26879 0.02 0.07 0.02 -0.090
H -1.50496 -0.03999 -3.14774 0.05 -0.01 -0.04 -0.296
H -0.17588 -1.23497 -5.10716 -0.02 -0.01 -0.01 0.156
H -1.55340 -0.19164 -5.48190 0.00 -0.03 -0.02 0.370
H -1.71271 -2.50331 -6.56039 0.00 0.02 0.00 0.400
H -3.07758 -2.11852 -5.51747 -0.01 -0.01 0.02 0.310
H -0.65073 -3.85551 -4.83010 -0.03 0.01 -0.01 0.280
H -2.33812 -4.37349 -4.92555 0.01 0.03 -0.03 0.404
H -2.04774 -3.95278 -2.60598 -0.01 -0.01 -0.02 0.251
```
Positions in Å, forces in eV/Å.

Values from the calculation:
Strongest force on any atom, eV/Å: 1.37
E_HOMO, eV: -12.72
Net charge: +2
Energy relative to the best compared isomer or geometry (same formula, charge and spin), kcal/mol: 27.13
Kohn-Sham gap, eV: 8.0